(1)
23
Properties=species:S:1:pos:R:3:lowdin_charge:R:1 method="wB97M-V/def2-TZVPD" orbital_gap_ev=8.7523 smiles=CN(C)CCCS.O molar_mass_g_mol=137.25 de_lowest_ev=2.790 multiplicity=1 energy_ev=-19798.547 lumo_energy_ev=0.714 e_homo_ev=-8.038 largest_force_ha_per_bohr=0.133
S -0.791 -1.079 -2.260 0.690
O 2.163 -1.182 0.534 0.018
N -0.010 0.233 1.283 -0.245
C 1.197 1.163 1.481 -0.092
C -0.062 0.495 -1.689 -0.566
C -1.033 1.375 -0.792 -0.246
C -1.191 0.943 0.709 -0.208
C -0.236 -0.707 2.526 -0.031
H -1.246 1.969 1.208 0.114
H -1.944 1.389 -1.302 0.060
H 1.092 1.982 2.188 0.068
H 2.475 -0.826 1.279 -0.057
H -0.648 -1.561 2.174 0.026
H -0.424 -1.805 -1.224 -0.177
H 1.976 0.531 1.931 0.054
H 2.882 -1.086 -0.007 0.015
H 1.459 1.634 0.495 0.090
H -1.099 -0.180 3.112 0.106
H 0.560 -0.859 3.183 0.049
H -0.701 2.448 -0.800 0.106
H 0.887 0.388 -1.107 0.042
H -2.054 0.329 0.968 0.105
H 0.166 1.132 -2.606 0.079

=====

(2)
22
Properties=species:S:1:pos:R:3:lowdin_charge:R:1 method="wB97M-V/def2-TZVPD" orbital_gap_ev=9.1487 molar_mass_g_mol=120.16 de_lowest_ev=3.277 multiplicity=1 energy_ev=-16196.834 lumo_energy_ev=-3.313 total_charge=+1 e_homo_ev=-12.461 largest_force_ha_per_bohr=0.111
P -2.416 -0.321 -0.272 0.893
N 0.964 -0.601 0.745 0.009
C 1.280 1.613 0.753 -0.009
C 0.528 0.468 -1.310 -0.099
C 1.089 -1.981 0.075 0.017
C -1.624 0.867 0.688 -0.321
C 0.540 0.470 0.090 -0.483
H 2.162 -2.173 0.187 0.100
H 0.412 -0.508 -1.827 0.076
H 2.286 1.542 0.481 0.084
H 1.353 0.996 -1.893 0.148
H -1.747 -0.883 -1.462 0.016
H -1.695 0.548 1.684 0.013
H -2.274 -1.514 0.366 -0.027
H -0.293 1.136 -1.652 0.102
H 0.530 -2.708 0.718 0.107
H 0.885 -1.886 -0.922 0.023
H 0.871 2.513 0.429 0.068
H 1.406 -0.529 1.605 0.112
H 1.148 1.475 1.894 0.137
H -3.717 -0.455 -0.751 -0.024
H -1.689 1.930 0.376 0.059

=====

(3)
25
Properties=species:S:1:pos:R:3:lowdin_charge:R:1 method="wB97M-V/def2-TZVPD" orbital_gap_ev=7.6041 molar_mass_g_mol=155.17 de_lowest_ev=2.986 multiplicity=1 energy_ev=-15666.160 lumo_energy_ev=3.514 total_charge=-1 e_homo_ev=-4.091 largest_force_ha_per_bohr=0.028
O -0.195 1.888 1.966 -0.148
O 3.000 0.733 -2.080 -0.065
O -0.298 1.495 -3.116 0.025
O -0.155 -0.726 1.909 -0.340
O 2.434 -0.255 2.964 -0.111
C -1.601 -1.135 -1.055 -0.226
C -0.996 0.961 -2.280 -0.266
C -0.531 -0.028 -1.266 -0.150
C -1.242 -1.979 0.162 -0.210
C -1.364 -1.190 1.484 -0.447
H -1.898 -2.836 0.187 0.085
H 0.361 -0.541 -1.651 0.108
H -0.197 0.358 -0.306 0.108
H -0.001 0.894 2.022 -0.028
H 2.582 -0.122 -1.908 0.021
H 1.939 -0.816 2.339 0.004
H -2.591 -0.691 -1.027 0.095
H 3.522 0.833 -1.274 0.036
H -1.566 -1.818 -1.910 0.100
H -0.194 -2.255 0.104 0.102
H -1.157 1.870 2.101 0.010
H -1.922 -1.837 2.204 0.085
H -2.054 -0.332 1.301 0.091
H 1.717 0.389 3.078 0.007
H -2.074 1.200 -2.315 0.114

=====

(4)
23
Properties=species:S:1:pos:R:3:lowdin_charge:R:1 method="wB97M-V/def2-TZVPD" orbital_gap_ev=9.8120 smiles="C[Si](C)(C)O.C=PC" molar_mass_g_mol=150.23 de_lowest_ev=1.162 multiplicity=1 energy_ev=-24641.997 lumo_energy_ev=0.189 e_homo_ev=-9.623 largest_force_ha_per_bohr=0.085
P 3.085 -0.681 0.406 0.810
Si -1.573 0.001 0.033 0.511
O -0.914 -0.442 -1.448 -0.149
C -1.833 -1.536 1.154 -0.174
C -0.474 1.268 1.071 -0.141
C -3.243 0.828 -0.580 -0.163
C 3.251 1.092 -0.231 -0.340
C 3.244 -1.670 -0.957 -0.378
H 3.561 -1.095 -1.860 0.004
H -2.564 -2.115 0.676 -0.012
H -0.059 1.963 0.452 -0.019
H -0.129 -0.866 -1.613 -0.013
H 2.460 1.590 0.257 -0.021
H 3.133 1.202 -1.288 0.023
H -3.484 1.725 0.039 0.027
H -4.077 0.151 -0.561 0.003
H 3.285 -2.721 -0.738 -0.039
H -2.988 1.121 -1.635 0.034
H 0.229 0.584 1.463 -0.015
H -1.081 1.722 1.762 -0.007
H 4.219 1.378 -0.017 -0.011
H -1.012 -2.179 1.347 0.003
H -2.309 -1.325 2.190 0.067

=====

(5)
30
Properties=species:S:1:pos:R:3:lowdin_charge:R:1 method="wB97M-V/def2-TZVPD" orbital_gap_ev="9.8461 / 7.0556" molar_mass_g_mol=407.25 multiplicity=3 energy_ev=-31499.080 s2=2.01 lumo_energy_ev="-6.470 / -9.699" total_charge=+2 e_homo_ev="-16.316 / -16.755" largest_force_ha_per_bohr=0.003
Au -1.281 0.391 0.831 0.760
S -3.115 -0.268 -0.321 0.671
O 0.575 -0.989 -1.224 0.045
O 2.238 -0.327 0.016 0.115
N -2.292 -0.769 -2.793 0.005
N 0.173 0.443 2.430 -0.075
N -0.482 2.481 0.638 -0.033
N -2.446 -2.612 -1.347 0.006
N 1.713 -0.840 -0.911 -0.143
C -2.382 -3.758 -2.269 -0.009
C 0.664 2.671 1.568 -0.202
C 0.428 1.859 2.820 -0.202
C -1.656 -1.345 -3.989 -0.017
C -2.525 -1.327 -1.624 -0.739
H -1.176 -0.529 -4.522 0.105
H -0.453 2.221 3.352 0.131
H 0.775 3.725 1.820 0.140
H -0.135 -0.096 3.236 0.116
H -2.563 0.201 -2.858 0.135
H -2.595 -2.839 -0.375 0.130
H 1.570 2.348 1.055 0.122
H 1.038 0.009 2.111 0.085
H -0.895 -2.061 -3.698 0.086
H -1.252 3.106 0.862 0.115
H -0.217 2.667 -0.324 0.111
H -2.851 -4.599 -1.766 0.108
H 1.282 1.927 3.493 0.139
H -2.389 -1.809 -4.644 0.102
H -1.354 -4.017 -2.510 0.098
H -2.945 -3.546 -3.172 0.096

=====

(6)
29
Properties=species:S:1:pos:R:3:lowdin_charge:R:1 method="wB97M-V/def2-TZVPD" orbital_gap_ev="5.8191 / 6.6759" molar_mass_g_mol=275.69 de_lowest_ev=0.000 multiplicity=5 energy_ev=-67452.530 s2=6.03 lumo_energy_ev="-6.718 / -5.864" total_charge=+1 e_homo_ev="-12.537 / -12.540" largest_force_ha_per_bohr=0.056
Cr -2.797 -2.237 0.973 0.992
Cl -2.538 -1.120 -1.144 0.096
S -0.653 0.011 2.217 0.643
O 0.595 -0.864 -2.368 -0.150
O -1.793 -0.907 2.057 -0.444
O -0.478 0.737 3.417 -0.197
O -2.145 1.296 -3.363 -0.132
O 0.581 -0.945 2.045 -0.259
C 2.268 -0.701 3.850 -0.057
C 1.096 -1.479 -3.527 -0.163
C -0.557 1.031 0.771 -0.108
C -1.686 2.296 -2.460 -0.162
C 1.917 -0.416 2.416 -0.191
H 1.423 -0.517 4.513 0.078
H 0.516 -1.178 -4.401 0.083
H -0.797 1.941 -1.922 0.057
H -1.377 3.173 -3.024 0.085
H 1.216 -2.568 -3.507 0.079
H -0.158 1.999 1.063 0.095
H 2.127 -1.168 -3.710 0.081
H -0.218 -1.243 -2.030 -0.028
H -2.480 2.567 -1.757 0.080
H 2.549 -0.875 1.664 0.135
H 1.856 0.664 2.275 0.117
H 2.538 -1.743 4.027 0.088
H 0.034 0.533 0.006 0.072
H -2.530 0.626 -2.789 -0.038
H 3.084 -0.096 4.240 0.096
H -1.592 1.185 0.466 0.054

=====

(7)
23
Properties=species:S:1:pos:R:3:lowdin_charge:R:1 method="wB97M-V/def2-TZVPD" orbital_gap_ev=8.7364 molar_mass_g_mol=104.20 de_lowest_ev=3.203 multiplicity=1 energy_ev=-8421.695 lumo_energy_ev=1.085 e_homo_ev=-7.652 largest_force_ha_per_bohr=0.070
N 0.968 -1.189 -0.003 -0.110
N -0.845 0.461 0.979 -0.269
C -2.259 0.223 0.830 -0.147
C -0.270 -0.379 -2.214 -0.129
C 2.401 -1.259 0.137 -0.207
C -0.489 1.643 1.725 -0.147
C 0.520 0.241 -1.090 -0.132
H 2.945 -1.154 -0.825 0.068
H 2.720 -2.207 0.582 0.073
H -2.799 0.203 1.790 0.069
H -0.430 0.351 -3.013 0.076
H 0.594 1.686 1.834 0.074
H 1.555 0.449 -1.367 0.068
H -0.293 -0.381 1.224 0.080
H 2.745 -0.443 0.779 0.070
H 0.248 -1.244 -2.626 0.067
H -0.939 1.677 2.729 0.071
H -0.823 2.534 1.182 0.074
H 0.163 1.241 -0.857 0.079
H 0.646 -2.023 -0.490 0.066
H -2.701 1.014 0.217 0.076
H -2.412 -0.735 0.336 0.069
H -1.245 -0.709 -1.859 0.060

=====

(8)
24
Properties=species:S:1:pos:R:3:lowdin_charge:R:1 method="wB97M-V/def2-TZVPD" orbital_gap_ev=9.6752 smiles=CC(C)CNCN.O molar_mass_g_mol=120.20 de_lowest_ev=1.824 multiplicity=1 energy_ev=-10470.698 lumo_energy_ev=0.770 e_homo_ev=-8.905 largest_force_ha_per_bohr=0.062
O 3.419 -0.974 0.784 -0.066
N -0.774 0.065 0.933 -0.060
N -1.545 1.429 2.737 -0.021
C 1.011 -0.042 -2.455 -0.097
C -0.586 -1.629 -1.513 -0.092
C -1.907 0.901 1.358 -0.278
C -0.076 0.580 -0.291 -0.201
C -0.277 -0.144 -1.631 -0.420
H 1.887 -0.507 -1.952 0.072
H 1.598 0.875 -2.337 0.076
H 0.926 -0.400 -3.468 0.075
H -0.820 0.826 3.101 0.044
H -1.063 2.292 2.475 0.044
H -1.626 -1.722 -1.193 0.073
H -0.619 -2.248 -2.427 0.089
H -2.782 0.237 1.506 0.107
H -1.021 -0.893 0.704 0.074
H -0.228 1.631 -0.549 0.120
H -2.057 1.794 0.759 0.100
H 3.322 -0.022 0.885 0.031
H 2.716 -1.332 0.214 0.021
H 0.029 -2.129 -0.784 0.074
H -1.064 0.442 -2.156 0.138
H 0.972 0.330 0.023 0.097